Entry 1:
Molecular formula: H12NaO6
Method: DFT, ωB97M-V/def2-TZVPD

Atoms and positions in Å:
1 Na -0.14 1.01 -0.66
2 O -2.91 1.84 1.09
3 H -3.00 1.71 2.04
4 H -3.79 1.71 0.74
5 O -2.87 -0.27 -2.03
6 H -3.20 -0.72 -2.81
7 H -3.66 0.01 -1.56
8 O 1.79 -2.87 -2.26
9 H 2.01 -2.06 -1.81
10 H 0.96 -3.14 -1.88
11 O 1.79 2.42 1.90
12 H 2.40 1.71 2.11
13 H 2.31 3.04 1.39
14 O 3.11 0.19 -0.85
15 H 3.26 0.05 0.08
16 H 3.97 0.39 -1.21
17 O -0.43 -1.51 1.64
18 H -0.74 -1.13 2.46
19 H -0.85 -2.37 1.61

Summary:
E: -16891.2870 eV
strongest force on any atom: 0.7 eV Å⁻¹
lowest unoccupied orbital energy: -3.92 eV
HOMO-LUMO gap: 10.08 eV
ΔE to the lowest compared entry with this formula, charge and spin: 197.0 kJ/mol
2S+1: 1
net charge: +1
highest occupied orbital energy: -14.0 eV

---

Entry 2:
Molecular formula: C10H14N2
Method: DFT, ωB97M-V/def2-TZVPD

Atoms and positions in Å:
1 N 1.19 2.31 -0.85
2 C 1.69 1.12 -0.60
3 C 1.04 0.46 0.68
4 C 1.91 -0.81 0.87
5 N 1.38 -1.51 -0.25
6 C 0.12 -2.07 -0.40
7 C -0.82 -0.92 -0.13
8 C -2.13 -1.13 -0.44
9 C -3.13 -0.10 -0.11
10 C -2.72 1.14 0.13
11 C -1.34 1.24 0.65
12 C -0.48 0.36 0.44
13 H 0.24 2.52 -1.04
14 H 1.67 3.21 -0.18
15 H 2.80 1.01 -0.39
16 H 1.44 0.35 -1.43
17 H 1.05 1.29 1.39
18 H 3.05 -0.48 0.70
19 H 1.79 -1.57 1.75
20 H 2.03 -2.36 -0.29
21 H 0.07 -3.05 0.28
22 H -0.05 -2.28 -1.49
23 H -2.35 -2.25 -0.58
24 H -4.21 -0.50 -0.13
25 H -3.38 2.01 0.33
26 H -0.86 2.03 1.09

Summary:
E: -13572.3041 eV
strongest force on any atom: 11.2 eV Å⁻¹
lowest unoccupied orbital energy: 0.82 eV
HOMO-LUMO gap: 8.88 eV
ΔE to the lowest compared entry with this formula, charge and spin: 471.2 kJ/mol
2S+1: 1
highest occupied orbital energy: -8.1 eV
SMILES: NC[C@@H]1CNCc2ccccc21

---

Entry 3:
Molecular formula: C34H72Cl6F12N2O20S4Zn
Method: DFT, ωB97M-V/def2-TZVPD

Atoms and positions in Å:
1 Zn -13.46 -11.46 -3.38
2 C -12.30 -14.45 -6.98
3 F -13.16 -13.75 -7.76
4 F -12.99 -14.98 -5.90
5 F -11.71 -15.47 -7.63
6 S -10.88 -13.28 -6.28
7 O -10.27 -13.94 -5.13
8 O -9.95 -13.06 -7.41
9 N -11.88 -11.81 -5.73
10 S -11.66 -10.78 -6.95
11 O -11.86 -11.38 -8.27
12 O -12.56 -9.68 -6.69
13 C -9.87 -9.98 -6.82
14 F -10.05 -8.80 -6.31
15 F -9.16 -10.72 -5.98
16 F -9.28 -9.96 -8.05
17 C -17.66 -9.79 -5.21
18 F -18.94 -9.77 -5.55
19 F -16.98 -9.86 -6.33
20 F -17.33 -8.65 -4.60
21 S -17.28 -11.37 -4.13
22 O -18.52 -11.98 -3.76
23 O -16.42 -12.20 -4.96
24 N -16.15 -10.83 -2.88
25 S -17.16 -10.45 -1.72
26 O -18.31 -9.67 -2.09
27 O -17.38 -11.63 -0.81
28 C -16.11 -9.23 -0.68
29 F -16.90 -8.65 0.24
30 F -15.17 -9.90 -0.13
31 F -15.63 -8.28 -1.56
32 C -22.15 -14.40 -0.30
33 O -22.75 -15.22 0.68
34 C -23.56 -14.60 1.66
35 C -24.02 -15.72 2.66
36 O -22.86 -16.18 3.37
37 C -23.04 -17.45 4.08
38 H -21.71 -14.95 -1.13
39 H -21.45 -13.68 0.12
40 H -22.92 -13.73 -0.68
41 H -24.48 -14.15 1.30
42 H -22.99 -13.86 2.23
43 H -24.48 -16.54 2.11
44 H -24.80 -15.32 3.32
45 H -23.73 -18.19 3.68
46 H -23.40 -17.13 5.06
47 H -22.12 -18.03 4.16
48 C -20.00 -8.63 4.22
49 O -21.32 -8.27 3.71
50 C -21.45 -8.73 2.36
51 C -22.90 -8.60 1.76
52 O -23.12 -7.28 1.44
53 C -24.47 -6.94 1.14
54 H -19.97 -9.13 5.18
55 H -19.36 -7.75 4.33
56 H -19.45 -9.38 3.65
57 H -21.17 -9.78 2.35
58 H -20.79 -8.12 1.75
59 H -23.50 -9.01 2.57
60 H -22.98 -9.22 0.87
61 H -24.48 -5.93 0.72
62 H -25.23 -7.04 1.91
63 H -24.88 -7.47 0.27
64 C -11.00 -9.47 -1.76
65 O -11.84 -10.61 -1.41
66 C -11.02 -11.59 -0.85
67 C -12.09 -12.67 -0.34
68 O -12.79 -12.96 -1.53
69 C -13.66 -14.12 -1.28
70 H -10.14 -9.69 -2.38
71 H -10.79 -8.89 -0.86
72 H -11.58 -8.79 -2.38
73 H -10.37 -11.16 -0.08
74 H -10.33 -12.06 -1.55
75 H -12.71 -12.25 0.46
76 H -11.59 -13.53 0.10
77 H -13.10 -15.02 -1.05
78 H -14.21 -14.28 -2.20
79 H -14.38 -13.85 -0.50
80 C -11.04 -0.50 -4.22
81 O -11.03 -1.92 -4.27
82 C -11.10 -2.34 -5.57
83 C -11.02 -3.87 -5.52
84 O -11.99 -4.50 -4.70
85 C -13.38 -4.37 -5.11
86 H -11.01 -0.14 -3.19
87 H -11.97 -0.08 -4.60
88 H -10.27 0.03 -4.78
89 H -10.31 -1.90 -6.18
90 H -12.04 -2.11 -6.07
91 H -10.01 -4.12 -5.22
92 H -11.02 -4.40 -6.47
93 H -13.40 -4.94 -6.04
94 H -13.68 -3.33 -5.23
95 H -14.11 -4.79 -4.42
96 C -18.70 -14.64 -9.49
97 O -19.61 -14.55 -10.61
98 C -18.94 -14.94 -11.83
99 C -20.05 -15.28 -12.75
100 O -20.94 -14.15 -12.97
101 C -22.00 -14.52 -13.77
102 H -18.51 -15.65 -9.12
103 H -19.01 -14.14 -8.58
104 H -17.75 -14.19 -9.78
105 H -18.27 -15.79 -11.69
106 H -18.31 -14.14 -12.22
107 H -20.50 -16.19 -12.36
108 H -19.55 -15.53 -13.69
109 H -22.69 -13.67 -13.75
110 H -22.53 -15.34 -13.28
111 H -21.70 -14.80 -14.78
112 C -10.87 -7.77 3.84
113 O -11.30 -7.26 5.11
114 C -12.07 -6.06 4.98
115 C -12.56 -5.63 6.36
116 O -13.80 -6.16 6.64
117 C -13.82 -7.63 6.67
118 H -10.23 -8.63 4.05
119 H -10.41 -7.05 3.16
120 H -11.83 -8.05 3.40
121 H -12.87 -6.29 4.28
122 H -11.57 -5.21 4.51
123 H -12.58 -4.54 6.38
124 H -11.86 -5.94 7.14
125 H -14.21 -7.96 5.71
126 H -14.46 -8.03 7.46
127 H -12.85 -8.11 6.78
128 Cl -20.56 -7.36 -13.30
129 C -20.63 -8.94 -12.37
130 C -20.30 -8.83 -10.91
131 Cl -21.21 -7.52 -10.07
132 H -20.03 -9.76 -12.77
133 H -21.67 -9.23 -12.54
134 H -19.25 -8.57 -10.79
135 H -20.39 -9.71 -10.27
136 Cl -23.24 -9.93 -4.32
137 C -23.61 -8.32 -3.79
138 C -23.19 -7.27 -4.85
139 Cl -23.68 -5.66 -4.15
140 H -23.11 -8.14 -2.83
141 H -24.64 -8.17 -3.47
142 H -23.78 -7.36 -5.76
143 H -22.12 -7.28 -5.06
144 Cl -20.95 -2.65 -0.48
145 C -19.90 -4.11 -0.16
146 C -18.83 -3.72 0.88
147 Cl -19.54 -3.74 2.50
148 H -19.53 -4.48 -1.11
149 H -20.50 -4.95 0.16
150 H -18.29 -2.78 0.80
151 H -18.02 -4.44 0.87

Summary:
E: -279840.5466 eV
strongest force on any atom: 6.1 eV Å⁻¹
lowest unoccupied orbital energy: -5.03 eV
HOMO-LUMO gap: 4.44 eV
2S+1: 1
highest occupied orbital energy: -9.5 eV